# 1
{"formula": "C36H66IN12O5PSi", "method": "ωB97M-V/def2-TZVPD", "e_tot_ha": -3373.1544, "largest_force_ev_per_a": 1.093, "gap_ev": 8.6, "charge": 0, "spin_multiplicity": 1, "symbols": ["C", "C", "C", "O", "C", "C", "C", "C", "C", "C", "I", "Si", "C", "C", "C", "C", "N", "C", "N", "O", "C", "C", "P", "O", "O", "O", "H", "H", "H", "H", "H", "H", "H", "H", "H", "H", "H", "H", "H", "H", "H", "H", "H", "H", "H", "H", "H", "H", "H", "H", "H", "H", "H", "H", "H", "H", "H", "H", "H", "H", "H", "H", "C", "C", "N", "H", "H", "H", "C", "C", "N", "H", "H", "H", "C", "C", "N", "H", "H", "H", "C", "C", "N", "H", "H", "H", "C", "C", "N", "H", "H", "H", "C", "C", "N", "H", "H", "H", "C", "C", "N", "H", "H", "H", "C", "C", "N", "H", "H", "H", "C", "C", "N", "H", "H", "H", "C", "C", "N", "H", "H", "H"], "positions_angstrom": [[-3.522169, -2.590650, 1.127671], [-3.658855, -1.071502, 1.206558], [-2.365095, -0.308991, 0.934203], [-1.626129, -0.963832, -0.075646], [-0.422546, -0.395643, -0.578350], [0.278338, 0.523791, 0.440748], [-0.206776, 1.997111, 0.693059], [0.962130, 3.004451, 0.596094], [-0.787504, 2.172305, 2.111654], [0.453772, -1.620858, -1.006348], [0.227212, -3.053969, 0.654922], [2.415454, -1.574151, -1.023044], [3.014834, -3.366774, -1.184536], [3.172272, -0.924058, 0.558728], [3.217085, -0.656646, -2.464815], [-0.159225, -2.098093, -2.374940], [0.820596, -2.487667, -3.375403], [-1.267685, -3.179024, -2.404937], [-2.635511, -2.668779, -2.286032], [-0.728859, -0.891899, -2.915115], [-0.836075, 0.195916, -1.990850], [-2.268259, 0.712643, -2.075538], [0.238404, 1.534817, -2.715092], [1.596215, 1.714643, -2.166827], [0.247731, 1.261363, -4.285421], [-0.653503, 2.859907, -2.603418], [-3.139200, -2.897142, 0.149821], [-2.816230, -2.957278, 1.884418], [-4.489348, -3.076767, 1.287826], [-4.453749, -0.705133, 0.543781], [-3.947967, -0.809127, 2.233214], [-1.781651, -0.219427, 1.857367], [-2.633195, 0.701056, 0.591096], [0.213995, -0.012502, 1.398091], [1.332890, 0.568043, 0.192047], [-1.016067, 2.256604, 0.004702], [0.733985, 3.792609, -0.135052], [1.888168, 2.549813, 0.253016], [1.106282, 3.505044, 1.556482], [-0.223018, 1.572087, 2.835744], [-0.681466, 3.214622, 2.431363], [-1.849058, 1.918977, 2.177966], [3.875155, -3.423143, -1.863043], [2.247381, -4.067138, -1.522426], [3.327184, -3.720721, -0.195044], [2.479246, -0.873494, 1.401185], [4.035989, -1.543008, 0.822940], [3.546239, 0.092247, 0.375343], [2.540654, -0.228969, -3.198856], [3.861701, 0.159773, -2.121545], [3.867693, -1.360660, -3.004415], [1.368275, -1.708280, -3.694296], [1.392099, -3.276989, -3.119662], [-1.118525, -3.651415, -3.387818], [-1.099901, -3.955023, -1.657662], [-2.929319, -2.367211, -3.208333], [-3.218351, -3.468791, -2.062482], [-2.430441, 1.665855, -1.575545], [-2.949926, -0.049053, -1.694979], [-2.501031, 0.866928, -3.138171], [1.154835, 1.089915, -4.568880], [-0.028092, 3.595398, -2.510113], [4.435350, 3.529636, 3.791003], [3.223372, 2.782179, 3.531454], [2.231167, 2.213692, 3.415003], [4.397645, 3.851039, 4.830372], [5.317769, 2.911696, 3.631102], [4.481090, 4.403180, 3.144772], [-3.291502, 5.006358, 2.937566], [-2.840041, 4.390535, 4.174679], [-2.470247, 3.882704, 5.137210], [-2.558508, 4.820226, 2.154006], [-4.244954, 4.573974, 2.636066], [-3.406222, 6.079507, 3.078530], [1.103264, 0.368171, 5.316280], [1.513651, -0.708785, 4.430174], [1.832035, -1.561095, 3.722056], [1.864654, 0.541855, 6.074021], [0.965497, 1.278310, 4.733509], [0.173615, 0.100186, 5.813534], [0.874541, 3.446025, 6.826553], [1.990981, 4.338816, 6.518804], [2.870176, 5.049114, 6.271733], [1.176944, 2.705530, 7.564589], [0.037730, 4.020576, 7.220065], [0.559372, 2.933608, 5.917907], [5.957436, 2.457710, -3.264303], [6.537869, 1.954318, -2.028353], [7.002406, 1.564233, -1.048193], [6.685901, 2.385881, -4.069172], [5.076680, 1.874397, -3.527095], [5.662410, 3.495504, -3.138812], [-2.688636, 0.871053, 6.764057], [-1.439257, 0.679070, 7.478529], [-0.442944, 0.519172, 8.035122], [-2.709208, 0.237339, 5.878833], [-3.523550, 0.608244, 7.412180], [-2.785996, 1.902488, 6.444273], [-6.391270, 0.830276, -1.393287], [-5.953235, 1.649290, -0.270094], [-5.602957, 2.306861, 0.609333], [-6.069659, 1.296299, -2.322992], [-5.943179, -0.159809, -1.315565], [-7.475625, 0.739742, -1.387859], [6.627148, 6.377910, -5.820416], [5.694385, 5.277998, -5.624256], [4.955770, 4.407584, -5.467958], [6.800810, 6.888010, -4.874731], [7.573599, 5.996351, -6.198832], [6.215866, 7.086000, -6.537265], [-2.810932, -6.743818, -4.482180], [-3.301237, -6.104299, -3.270732], [-3.690342, -5.604998, -2.307608], [-2.455211, -5.988381, -5.181033], [-1.988458, -7.412863, -4.242657], [-3.608175, -7.314067, -4.952554], [-3.026082, -10.982898, -3.756018], [-2.614853, -10.218552, -4.924560], [-2.287259, -9.604915, -5.843499], [-3.178442, -12.024577, -4.031968], [-2.256489, -10.926163, -2.988392], [-3.955749, -10.579539, -3.358334]], "atomic_forces_ev_per_a": [[0.14, -0.10, -0.09], [0.06, -0.15, 0.23], [-0.13, 0.29, -0.28], [-0.01, -0.03, 0.12], [-0.29, 0.30, -0.32], [-0.29, 0.21, 0.21], [0.08, -0.31, 0.57], [-0.23, 0.44, -0.62], [-0.27, -0.02, 0.18], [-0.02, -0.17, 0.52], [0.17, -0.05, -0.19], [0.01, -0.27, -0.12], [-0.03, -0.12, 0.13], [-0.01, 0.50, -0.03], [0.50, -0.04, -0.38], [-0.19, 0.57, -0.03], [-0.34, -0.19, -0.19], [-0.07, -0.30, -0.44], [0.17, -0.19, -0.03], [0.22, -0.07, 0.23], [0.18, 0.14, -0.20], [-0.49, -0.15, -0.34], [0.27, -0.14, 0.54], [-0.14, 0.01, -0.01], [0.04, -0.02, -0.11], [0.20, 0.21, 0.10], [-0.09, 0.10, 0.21], [-0.17, 0.07, -0.13], [0.09, 0.06, 0.05], [0.15, -0.18, 0.04], [-0.18, 0.12, -0.22], [0.01, -0.14, -0.12], [0.10, -0.04, 0.26], [0.22, 0.01, -0.22], [-0.09, 0.06, -0.15], [0.26, 0.06, -0.19], [0.01, -0.09, 0.09], [0.04, -0.02, 0.14], [0.22, -0.18, -0.24], [-0.15, 0.11, -0.15], [-0.10, -0.11, -0.03], [0.15, -0.03, 0.07], [-0.12, 0.00, 0.10], [0.13, -0.01, 0.01], [-0.01, 0.03, -0.20], [0.25, -0.22, -0.02], [-0.16, 0.02, 0.04], [-0.03, -0.11, 0.09], [-0.01, 0.09, 0.07], [-0.22, -0.07, 0.07], [-0.13, 0.04, 0.12], [0.19, 0.00, 0.14], [0.05, 0.03, 0.04], [0.00, -0.03, 0.20], [0.02, 0.16, 0.09], [-0.02, 0.16, 0.08], [-0.07, 0.11, 0.03], [0.10, -0.11, 0.11], [0.15, 0.00, -0.03], [0.05, 0.00, 0.17], [-0.06, -0.03, -0.12], [-0.20, 0.05, 0.00], [0.27, 0.03, 0.05], [-0.41, -0.22, 0.12], [0.53, 0.34, -0.32], [0.09, 0.13, -0.03], [-0.06, -0.03, -0.07], [0.02, 0.03, 0.01], [-0.07, 0.03, -0.08], [0.16, -0.24, 0.25], [-0.08, 0.14, -0.16], [-0.01, 0.00, 0.00], [0.02, -0.01, -0.02], [-0.01, 0.00, -0.01], [-0.32, -0.14, 0.01], [0.22, -0.40, -0.46], [-0.17, 0.40, 0.42], [-0.01, -0.02, 0.04], [0.01, -0.30, 0.10], [0.23, -0.08, -0.06], [0.10, 0.09, -0.05], [0.66, 0.59, -0.20], [-0.81, -0.69, 0.24], [-0.01, -0.01, 0.00], [0.00, -0.01, -0.03], [-0.03, 0.12, 0.08], [-0.01, -0.07, 0.04], [0.29, -0.27, 0.64], [-0.25, 0.21, -0.50], [-0.03, 0.03, -0.03], [-0.02, 0.03, -0.01], [-0.03, -0.01, -0.03], [-0.18, -0.11, -0.04], [0.48, -0.06, 0.49], [-0.56, 0.16, -0.12], [0.00, -0.06, 0.00], [0.00, -0.01, -0.03], [0.03, 0.18, -0.01], [0.08, -0.02, 0.03], [0.21, 0.43, 0.52], [-0.15, -0.35, -0.45], [-0.02, -0.04, -0.02], [-0.02, 0.00, -0.04], [0.01, -0.01, -0.01], [0.05, 0.06, -0.01], [-0.47, -0.51, 0.07], [0.39, 0.50, -0.13], [0.01, 0.01, -0.01], [0.00, 0.01, 0.00], [0.01, 0.01, 0.00], [0.03, 0.11, -0.02], [-0.24, 0.28, 0.60], [0.16, -0.36, -0.52], [0.00, 0.00, 0.00], [-0.01, -0.01, -0.03], [0.03, -0.02, -0.02], [-0.02, -0.05, 0.05], [0.22, 0.34, -0.59], [-0.20, -0.38, 0.51], [0.00, 0.00, 0.01], [-0.01, -0.01, 0.00], [0.00, -0.01, 0.01]]}



# 2
{"formula": "C14H31IO6P", "method": "ωB97M-V/def2-TZVPD", "e_tot_ha": -1642.5109, "largest_force_ev_per_a": 0.999, "gap_ev": 7.3, "charge": -1, "spin_multiplicity": 1, "symbols": ["I", "C", "C", "O", "P", "O", "H", "H", "H", "H", "H", "H", "H", "C", "C", "O", "C", "H", "H", "H", "H", "H", "H", "C", "C", "O", "C", "H", "H", "H", "H", "H", "H", "C", "C", "O", "C", "H", "H", "H", "H", "H", "H", "C", "C", "O", "C", "H", "H", "H", "H", "H", "H"], "positions_angstrom": [[1.302561, -1.252246, 0.733578], [-0.207168, -1.373047, -0.948326], [-0.947598, -0.021984, -0.993687], [-2.253715, -0.337420, -1.360814], [-2.792074, -1.714978, -0.371309], [-1.099221, -2.325358, -0.669519], [0.389701, -1.623125, -1.825087], [-0.532373, 0.701825, -1.696934], [-0.898591, 0.435848, -0.001285], [-4.124651, -1.169944, -0.195158], [-2.330913, -1.013149, 0.802211], [-3.070763, -2.886491, 0.424057], [-3.169323, -2.393224, -1.585693], [-3.237564, 2.264903, -2.848651], [-3.620557, 3.570525, -2.216049], [-2.823313, 4.456478, -2.000216], [-5.078324, 3.727458, -1.840660], [-2.171594, 2.254516, -3.062456], [-3.455246, 1.434628, -2.172366], [-3.794016, 2.119286, -3.777338], [-5.362843, 2.945063, -1.135687], [-5.705161, 3.627490, -2.728567], [-5.239503, 4.703398, -1.388698], [2.005640, 6.303796, -4.264657], [0.920248, 5.264014, -4.454336], [1.118582, 4.266743, -5.105022], [-0.404013, 5.548823, -3.793085], [2.907533, 5.990620, -4.784433], [1.673977, 7.266801, -4.657164], [2.222579, 6.427094, -3.202465], [-0.814474, 6.483381, -4.181893], [-0.282627, 5.651236, -2.714658], [-1.100379, 4.739595, -3.984054], [2.002542, -0.933517, 6.225129], [2.644949, -0.994697, 4.855017], [2.656755, -0.043886, 4.114240], [3.230925, -2.314849, 4.425753], [1.605517, 0.063768, 6.397025], [1.192868, -1.662073, 6.289249], [2.737945, -1.172717, 6.995878], [2.452815, -3.075851, 4.429946], [4.019518, -2.635668, 5.108967], [3.634863, -2.223508, 3.422322], [1.787483, -6.669663, 2.659650], [2.865698, -5.629473, 2.464487], [3.395944, -5.080960, 3.401346], [3.231275, -5.292629, 1.040494], [1.609390, -6.817801, 3.721731], [0.864764, -6.342625, 2.178035], [2.092121, -7.614371, 2.205667], [2.355242, -4.916122, 0.509694], [3.589267, -6.185588, 0.523717], [4.005304, -4.530323, 1.032072]], "atomic_forces_ev_per_a": [[0.43, 0.03, 0.00], [-0.94, -0.35, -0.01], [-0.12, 0.24, 0.05], [-0.14, 0.17, 0.19], [-0.51, 0.08, 0.01], [0.45, -0.30, -0.06], [0.35, 0.12, 0.16], [0.24, -0.17, -0.15], [-0.07, 0.07, 0.05], [0.04, -0.11, -0.05], [0.17, 0.01, -0.09], [-0.03, 0.05, -0.08], [0.10, 0.06, 0.03], [0.16, 0.15, 0.01], [-0.12, -0.10, 0.00], [0.02, 0.07, 0.01], [0.06, 0.12, 0.05], [0.02, -0.01, -0.02], [0.01, -0.07, -0.07], [-0.08, -0.05, 0.05], [-0.02, -0.05, -0.05], [-0.02, -0.07, 0.01], [0.00, 0.01, 0.00], [0.05, -0.10, -0.06], [0.00, 0.15, 0.11], [0.00, -0.06, -0.09], [0.06, -0.14, -0.16], [0.01, -0.01, -0.01], [-0.02, 0.03, 0.06], [-0.04, 0.05, 0.01], [0.01, 0.04, 0.08], [-0.01, 0.06, 0.01], [-0.02, -0.02, 0.02], [0.04, 0.13, -0.05], [-0.01, -0.27, -0.20], [0.02, 0.37, 0.11], [-0.03, 0.21, 0.09], [0.00, 0.02, 0.00], [0.04, -0.05, 0.01], [-0.02, -0.07, 0.01], [0.03, -0.08, 0.04], [-0.06, -0.07, 0.05], [-0.02, -0.02, -0.03], [0.04, 0.04, 0.12], [-0.10, 0.07, -0.23], [0.10, -0.17, 0.13], [0.06, 0.03, 0.08], [0.00, 0.00, 0.02], [0.01, -0.02, -0.06], [-0.04, 0.01, -0.06], [-0.02, -0.01, -0.01], [-0.06, -0.03, -0.03], [0.00, 0.03, 0.00]]}



# 3
{"formula": "C4H13NOS2", "method": "ωB97M-V/def2-TZVPD", "e_tot_ha": -1086.5513, "de_lowest_kcal_mol": 18.83, "largest_force_ev_per_a": 1.985, "gap_ev": 9.2, "smiles": "CNCCCSS.O", "charge": 0, "spin_multiplicity": 1, "symbols": ["C", "N", "C", "C", "C", "S", "S", "H", "H", "H", "H", "H", "H", "H", "H", "H", "H", "H", "O", "H", "H"], "positions_angstrom": [[2.926586, 1.408616, 0.749752], [2.039437, 0.683609, -0.164750], [0.640902, 1.108338, -0.014023], [-0.323948, 0.290916, -0.887986], [-0.201553, -1.220322, -0.663257], [-0.751990, -1.748299, 1.012770], [-2.823132, -1.350052, 0.773842], [2.616892, 1.374565, 1.804823], [2.961400, 2.470274, 0.515562], [3.922503, 0.995306, 0.662830], [2.046792, -0.262252, 0.188615], [0.493307, 2.181910, -0.149208], [0.326685, 0.956013, 1.026747], [-1.365477, 0.573633, -0.747473], [-0.152188, 0.528518, -1.942670], [-0.779112, -1.811426, -1.368527], [0.833526, -1.549998, -0.697856], [-3.027137, -0.435610, 1.730478], [1.640589, 3.020091, -2.524956], [2.556039, 2.934839, -2.702814], [1.353000, 2.475878, -1.786790]], "atomic_forces_ev_per_a": [[-0.26, 0.26, 0.12], [-0.33, 0.51, 0.30], [-0.73, -0.57, 0.69], [0.41, -0.03, -0.50], [-0.22, 0.43, 0.59], [-0.93, 0.31, -0.37], [0.63, -0.51, 0.10], [-0.07, -0.25, -0.04], [0.04, 0.07, -0.34], [0.25, 0.00, 0.02], [0.17, -0.30, -0.28], [0.28, 0.04, -0.36], [-0.04, 0.02, 0.17], [-0.02, 0.17, 0.42], [0.28, -0.23, -0.05], [0.07, 0.11, -0.17], [0.08, -0.15, -0.19], [0.29, 0.16, 0.01], [-1.84, 0.72, -0.17], [1.23, -0.53, 0.19], [0.72, -0.20, -0.15]]}